#one
This record from the OMol25 dataset describes a cluster of 2 separate species, C6H14O in total. The level of theory is ωB97M-V with the def2-TZVPD basis set.

XYZ file:
```
21
Properties=species:S:1:pos:R:3
C 1.24091 1.01162 -1.91271
C 0.83259 0.59170 -0.49881
C 2.00114 -0.02503 0.27049
C -0.31956 -0.41912 -0.46131
C -1.35030 -0.00099 0.56054
C -2.25608 -1.14647 0.94476
O -0.40458 0.60619 2.21991
H 2.13035 1.65218 -1.88328
H 0.44885 1.59300 -2.40092
H 1.46380 0.14848 -2.55107
H 0.49323 1.50234 0.01097
H 2.79894 0.70843 0.39443
H 2.37259 -0.87025 -0.32298
H 1.74257 -0.40105 1.27011
H 0.04554 -1.42663 -0.21968
H -0.82179 -0.54907 -1.44470
H -1.88968 0.88328 0.18048
H -1.65563 -1.85319 1.51902
H -2.61838 -1.69534 0.05399
H -3.13220 -0.82942 1.51324
H -1.19606 0.56929 2.76636
```

HOMO ... -0.36935 Ha
Gap between HOMO and LUMO ... 10.81 eV
LUMO energy ... 0.763 eV
Molar mass ... 102.2 g mol⁻¹

These are the natural (NBO) partial charges, in e, on atoms 1 to 5:
1. C -0.60
2. C -0.22
3. C -0.60
4. C -0.47
5. C 0.20

=====

#two
This record from the OMol25 dataset describes a cluster of 2 separate species, C6H14O in total. The level of theory is ωB97M-V with the def2-TZVPD basis set.

XYZ file:
```
21
Properties=species:S:1:pos:R:3
C 1.82262 -0.64032 -0.30998
C 1.15629 0.40177 0.54183
C 0.01275 1.02326 0.25335
C -0.81627 0.69017 -0.95754
C -2.13464 1.45145 -0.98292
O -0.01126 1.01303 -2.08723
H 2.49538 -1.29915 0.25121
H 2.40475 -0.07985 -1.04153
H 1.11884 -1.26725 -0.86886
H 1.66172 0.63791 1.47835
H -0.35249 1.79412 0.92843
H -1.04400 -0.39509 -0.97461
H -1.94421 2.52609 -0.90256
H -2.78479 1.14289 -0.15673
H -2.67349 1.26584 -1.91983
H -0.51575 0.79296 -2.87945
C 0.23064 -1.58807 2.05907
H 1.28157 -1.62172 2.38087
H 0.01964 -2.45656 1.43350
H -0.41319 -1.53252 2.92928
H -0.01316 -0.69093 1.48288
```

HOMO ... -0.32696 Ha
Gap between HOMO and LUMO ... 9.83 eV
LUMO energy ... 0.932 eV
Molar mass ... 102.2 g mol⁻¹

These are the natural (NBO) partial charges, in e, on atoms 1 to 5:
1. C -0.67
2. C -0.12
3. C -0.26
4. C 0.06
5. C -0.62

=====

Energetically preferred structure: #two | next structure: +10.2 kcal/mol